C2H4ClFO2 | the ωB97M-V functional and the def2-TZVPD basis

Last column: Löwdin charge in e.
Positions of all 10 atoms, in Å:
C 1.3897 -1.6383 0.1229  -0.114
C -1.4828 0.7301 -1.3637  -0.226
O 1.7600 -0.7375 0.8283  -0.063
O -2.1742 1.7454 -1.0746  0.080
F -1.8337 -0.3106 -0.6511  0.019
Cl 0.9819 2.0209 1.4915  0.289
H 1.7266 -2.7400 0.2898  0.099
H 0.9389 -1.6983 -0.8950  0.087
H 1.4956 0.8614 1.5901  -0.297
H -2.8019 1.7670 -0.3381  0.124

Force components x, y, z for each atom (eV/Å):
C 1.858 -2.627 -0.592
C 1.287 -0.387 -1.348
O -0.773 -0.776 -0.725
O -0.343 1.669 -0.109
F -0.606 -0.622 1.025
Cl -0.306 0.819 0.156
H -0.431 1.299 0.760
H -0.517 1.587 0.483
H 0.102 -0.278 -0.108
H -0.273 -0.682 0.458

DFT total energy   -789.02901 a.u.
HOMO   -10.0303 eV
ΔE to the lowest compared entry with this formula, charge and spin   71.2 kcal per mole
Orbital gap   10.3 eV


C26H72BeF3O24 | the ωB97M-V functional and the def2-TZVPD basis

Last column: Löwdin spin population.
Positions of all 126 atoms, in Å:
Be -14.1360 15.1558 -3.8493  0.722
C -15.7451 12.2413 -5.7501  0.008
O -16.7200 13.1795 -6.1757  0.001
O -14.6271 13.0105 -5.2737  0.140
C -16.3268 11.2711 -4.6433  -0.001
F -17.0026 11.8460 -3.6177  0.000
F -17.2689 10.4715 -5.2017  0.000
F -15.4763 10.4778 -4.0268  0.000
C -17.4884 12.8574 -7.3907  0.000
C -18.4465 14.0925 -7.6792  0.000
H -18.9264 13.9972 -8.6532  0.000
H -19.2051 14.1238 -6.8972  0.000
H -18.0237 15.0892 -7.5529  0.000
H -17.9877 11.8907 -7.3244  0.000
H -16.7939 12.7755 -8.2268  0.000
H -15.4471 11.5280 -6.5186  0.004
C -12.5313 7.2322 -1.3860  0.000
C -13.0053 8.5349 -2.0004  0.000
O -12.6090 9.6585 -1.3002  0.000
O -11.3086 7.3871 -0.7378  0.000
H -12.8076 6.4748 -2.1195  0.000
H -13.1952 6.9352 -0.5741  0.000
H -14.0827 8.6129 -2.1465  0.000
H -12.4712 8.5382 -2.9506  0.000
H -11.8043 10.1106 -1.5643  0.000
H -11.4338 7.9637 0.0194  0.000
C -20.7946 17.7094 -7.2741  0.000
C -21.8319 16.6784 -7.9290  0.000
O -21.5011 15.3360 -7.5007  0.000
O -19.4272 17.6364 -7.4040  0.000
H -20.9035 17.8352 -6.1969  0.000
H -21.0344 18.6362 -7.7954  0.000
H -21.6317 16.5270 -8.9897  0.000
H -22.8694 16.9388 -7.7191  0.000
H -21.7675 14.6104 -8.0700  0.000
H -19.1959 16.7353 -7.6410  0.000
C -17.6766 15.4009 -4.1085  0.002
C -17.4431 15.8209 -2.6698  0.003
O -16.2696 15.3019 -2.0393  0.054
O -16.5041 15.5471 -4.7880  0.057
H -18.4498 16.0854 -4.4575  0.000
H -18.1580 14.4306 -4.2312  0.000
H -18.3601 15.4293 -2.2295  0.000
H -17.4009 16.9100 -2.6638  0.000
H -16.4488 15.0932 -1.1196  0.001
H -16.6428 15.1326 -5.6428  0.000
C -15.8383 9.0116 -10.8058  0.000
C -16.5704 9.5109 -9.5531  0.000
O -15.6653 9.7468 -8.4495  0.000
O -14.4351 9.5403 -10.9169  0.000
H -16.2944 9.2378 -11.7696  0.000
H -15.5668 7.9584 -10.7348  0.000
H -17.4134 8.9193 -9.1961  0.000
H -16.9701 10.4817 -9.8462  0.000
H -14.8717 9.2088 -8.4974  0.000
H -14.1824 9.7009 -11.8290  0.000
C -17.8244 15.8992 -10.9379  0.000
C -18.3542 16.0066 -12.3504  0.000
O -18.8491 17.2667 -12.6490  0.000
O -16.5718 16.6182 -10.8525  0.000
H -17.6770 14.9210 -10.4800  0.000
H -18.5338 16.3884 -10.2704  0.000
H -19.1437 15.3060 -12.6223  0.000
H -17.5792 15.6669 -13.0374  0.000
H -18.1566 17.8974 -12.4387  0.000
H -16.0726 16.2164 -10.1377  0.000
C -13.1410 8.0125 -5.6703  0.000
C -14.7056 7.8025 -5.7797  0.000
O -15.0720 6.9234 -6.8513  0.000
O -12.5416 6.8734 -5.1237  0.000
H -12.9559 8.9676 -5.1787  0.000
H -12.8445 8.2730 -6.6863  0.000
H -15.0216 8.8211 -6.0051  0.000
H -15.0558 7.5929 -4.7690  0.000
H -14.9730 5.9829 -6.6865  0.000
H -12.7435 6.0949 -5.6480  0.000
C -20.6744 10.7256 -4.3579  0.000
C -21.0122 9.1412 -4.3344  0.000
O -20.4732 8.5917 -5.5897  0.000
O -21.3058 11.3856 -5.4252  0.000
H -19.6399 11.0689 -4.3648  0.000
H -21.1027 11.3055 -3.5404  0.000
H -22.0935 9.0268 -4.2581  0.000
H -20.5561 8.7322 -3.4329  0.000
H -19.5329 8.4166 -5.5073  0.000
H -20.7854 11.2295 -6.2167  0.000
C -13.0794 13.1053 -9.5786  0.000
C -12.5987 11.8803 -8.7439  0.000
O -12.6124 10.6580 -9.4238  0.000
O -12.2406 13.3166 -10.7489  0.000
H -12.9636 14.0245 -9.0044  0.000
H -14.1265 13.0885 -9.8812  0.000
H -13.2611 11.8953 -7.8784  0.000
H -11.5889 11.9539 -8.3403  0.000
H -13.3711 10.5196 -9.9954  0.000
H -12.5904 12.6995 -11.3957  0.000
C -18.0460 6.6986 -4.2907  0.000
C -18.2935 5.2571 -4.5522  0.000
O -17.1677 4.6494 -5.1584  0.000
O -17.8898 7.5569 -5.3990  0.000
H -17.0324 6.6440 -3.8935  0.000
H -18.6608 7.2655 -3.5915  0.000
H -19.2172 5.1183 -5.1140  0.000
H -18.3930 4.7521 -3.5914  0.000
H -17.2058 4.7398 -6.1133  0.000
H -17.1070 7.2029 -5.8273  0.000
C -21.0262 13.5188 -10.8620  0.000
C -21.4593 12.4405 -9.7565  0.000
O -22.4190 13.1774 -8.9197  0.000
O -22.0805 13.9904 -11.6934  0.000
H -20.0996 13.2362 -11.3616  0.000
H -20.8482 14.5075 -10.4391  0.000
H -20.5492 12.0256 -9.3232  0.000
H -22.0265 11.7143 -10.3388  0.000
H -22.8553 12.4833 -8.4202  0.000
H -22.8624 14.3434 -11.2626  0.000
C -10.7570 11.0861 -4.5295  0.000
C -10.3043 12.0234 -3.3492  0.001
O -10.0648 11.2003 -2.1536  0.000
O -12.1525 10.9000 -4.4679  0.002
H -10.2926 10.1045 -4.4354  0.000
H -10.4076 11.6272 -5.4089  0.000
H -11.1542 12.6876 -3.1923  0.003
H -9.5504 12.6772 -3.7880  0.000
H -9.5008 11.6909 -1.5513  0.000
H -12.5158 11.7856 -4.5407  0.001

Force components x, y, z for each atom (eV/Å):
Be -1.884 -1.598 -1.015
C 2.386 1.938 2.455
O -1.432 -0.933 -1.222
O -1.101 -0.970 -0.107
C -1.500 0.781 0.491
F 0.074 1.085 -0.176
F 0.029 -0.241 -0.733
F 1.302 -0.402 -0.449
C 0.582 1.984 0.184
C 0.101 -1.535 1.309
H -0.002 0.054 0.069
H -0.423 -0.337 -0.194
H 0.892 -0.210 -0.457
H -0.369 0.173 0.314
H 0.325 -0.083 -0.036
H 0.093 0.181 -0.626
C -2.954 0.722 2.081
C 1.420 0.078 -1.395
O -0.572 1.173 1.927
O 1.772 -0.999 -1.078
H 1.756 -0.501 -0.279
H -0.749 0.104 0.202
H -0.051 -0.390 -0.123
H -0.445 0.214 -0.538
H 0.214 -0.451 -0.592
H -0.298 0.131 -0.224
C -2.567 0.634 -0.254
C 2.732 -1.690 0.073
O 0.432 0.903 1.894
O 1.631 -1.422 -1.163
H -1.163 -0.144 0.069
H -0.532 0.353 0.349
H -0.354 1.397 -0.482
H 0.131 0.254 0.119
H -0.525 0.125 -0.484
H 0.186 -0.220 0.031
C -0.996 0.192 1.340
C -0.807 -0.324 -0.146
O 0.139 -0.144 -0.818
O 1.778 0.508 -0.946
H -0.115 0.442 -0.206
H 0.598 -0.529 0.229
H 0.053 0.419 0.836
H -0.060 0.043 0.300
H -0.036 -0.033 -0.048
H 0.682 -0.587 -0.344
C 2.262 -0.844 -0.293
C 1.461 1.163 0.010
O -0.898 0.238 -0.480
O -1.379 0.430 0.535
H -0.590 -0.122 0.376
H -0.913 -0.299 -0.022
H 0.165 -0.503 -0.439
H -0.103 0.291 0.366
H 0.079 -0.280 -0.262
H -0.366 -0.171 -0.163
C 0.147 0.643 0.819
C 0.274 -1.629 -0.376
O -0.044 0.738 -0.034
O -0.418 -0.284 -0.274
H -0.121 -0.487 -0.739
H -0.284 0.229 0.056
H -0.382 -0.078 0.742
H 0.587 0.406 -0.149
H 0.088 0.276 -0.037
H 0.133 0.182 0.004
C -2.598 -0.129 -1.271
C 2.504 1.259 0.299
O -0.592 0.565 0.088
O 0.862 0.179 0.632
H 0.212 -0.596 0.982
H 0.495 -0.555 -0.452
H -0.749 -0.302 -0.463
H -0.427 -0.677 -0.164
H 0.242 0.076 0.632
H -0.008 0.150 -0.214
C -0.985 -0.238 0.570
C 2.021 2.465 -1.204
O -1.724 0.342 1.378
O -0.395 0.065 -1.204
H 0.490 -1.084 0.088
H -0.121 -0.773 0.788
H 0.127 -0.154 -0.499
H 0.142 -0.343 -0.098
H 0.453 -0.022 0.152
H -0.051 -0.175 -0.130
C 1.924 0.051 -0.208
C -1.024 0.804 -0.175
O 0.737 -0.146 0.060
O -0.888 -0.223 0.488
H 0.050 -0.125 0.317
H -0.178 -0.545 0.073
H -0.263 -0.315 0.356
H 0.072 0.596 -0.294
H -0.546 0.057 0.182
H 0.337 -0.045 -0.254
C 1.769 1.084 0.887
C -1.109 -0.369 0.078
O 0.280 -0.039 -0.319
O -0.438 -0.513 -0.778
H 0.120 0.223 0.940
H -0.383 -0.730 0.134
H -0.017 -0.266 -0.236
H -0.181 0.050 0.061
H -0.207 0.047 -0.076
H 0.267 0.460 -0.754
C -1.291 1.233 2.282
C -0.668 2.769 -2.622
O 1.404 -1.434 -0.502
O 0.002 -1.658 -2.159
H -0.589 -0.267 -0.743
H 1.285 -0.399 1.445
H -0.328 0.074 0.705
H 0.161 -0.441 0.285
H -0.355 0.181 0.451
H 0.422 -0.207 0.772
C 0.360 0.848 1.738
C -1.034 -1.634 -0.623
O 0.150 1.203 -1.441
O 0.351 -0.050 -0.375
H 0.143 0.125 -0.135
H -0.256 -0.356 -0.576
H -0.179 0.066 0.412
H 1.024 -0.330 0.954
H 0.022 0.049 0.131
H -0.912 0.074 -0.170

DFT total energy   -3153.44895 a.u.
Spin multiplicity   2
HOMO (alpha / beta)   -8.7014 / -8.5310 eV
Orbital gap (alpha / beta)   8.5 / 6.0 eV
Expectation value of S²   0.754


C22H21F3N6O3S | the ωB97M-V functional and the def2-TZVPD basis

Last column: Löwdin charge in e.
Positions of all 56 atoms, in Å:
C 0.7921 0.4418 -1.6299  -0.057
N -0.3956 0.8507 -0.9204  -0.221
C -0.4082 2.1180 -0.2826  -0.231
C -0.2320 3.2873 -1.0124  -0.021
C -0.2828 4.5212 -0.3895  -0.069
C -0.5200 4.5936 0.9717  -0.072
C -0.6790 3.4308 1.7030  -0.026
C -0.6145 2.1815 1.0973  -0.132
C -0.7137 0.9319 1.9335  -0.111
N -1.9734 0.2327 1.7921  0.090
C -2.0506 -0.9493 1.1495  -0.289
N -0.8976 -1.5543 0.8723  0.171
C -0.9213 -2.7169 0.2409  -0.389
N 0.2504 -3.2867 -0.1483  0.133
C 1.5080 -2.6959 -0.1175  -0.243
C 2.4127 -2.9663 -1.1442  -0.027
C 3.6663 -2.3744 -1.1800  -0.014
C 3.9964 -1.4975 -0.1658  -0.217
C 3.1121 -1.2439 0.8890  -0.168
C 1.8792 -1.8500 0.9328  0.025
C 3.7600 -0.2736 1.8239  -0.008
C 5.1058 0.0045 1.1616  -0.458
O 5.9799 0.7455 1.5378  0.073
N 5.1530 -0.7529 0.0236  0.156
N -2.0154 -3.4199 -0.0685  0.132
C -3.1609 -2.8459 0.2266  -0.067
C -3.2680 -1.5977 0.8279  -0.060
C -4.6441 -1.0717 1.0386  -0.582
F -5.3690 -1.0515 -0.0935  0.138
F -4.7333 0.1611 1.5610  0.135
F -5.3508 -1.8596 1.8909  0.120
S -1.8346 0.3869 -1.6095  0.631
C -1.9871 1.2801 -3.1845  -0.099
O -2.8916 0.8431 -0.7608  -0.260
O -1.7343 -1.0061 -1.9205  -0.270
H 0.5720 -0.5286 -2.0681  0.086
H 1.6158 0.3317 -0.9250  0.092
H 1.0872 1.1454 -2.4163  0.090
H -0.0428 3.2317 -2.0745  0.110
H -0.1420 5.4221 -0.9676  0.106
H -0.5708 5.5530 1.4633  0.106
H -0.8451 3.4890 2.7691  0.113
H 0.0631 0.2282 1.6309  0.098
H -0.5863 1.1967 2.9892  0.126
H -2.7971 0.8132 1.7969  0.131
H 0.1173 -4.0650 -0.7797  0.147
H 2.1246 -3.6440 -1.9340  0.112
H 4.3546 -2.5889 -1.9829  0.110
H 1.1994 -1.6876 1.7498  0.109
H 3.1964 0.6542 1.9374  0.133
H 3.9171 -0.6840 2.8227  0.139
H 5.9468 -0.7642 -0.5964  0.164
H -4.0514 -3.4027 -0.0359  0.132
H -2.1231 2.3307 -2.9681  0.056
H -1.1072 1.0945 -3.7862  0.061
H -2.8664 0.8779 -3.6701  0.069

Force components x, y, z for each atom (eV/Å):
C 0.397 -0.257 -0.233
N -0.929 -0.134 -0.342
C -0.047 0.677 0.394
C 0.061 -0.136 0.025
C -0.002 0.085 -0.009
C 0.003 0.069 -0.057
C 0.022 -0.117 -0.013
C 0.071 0.072 -0.013
C 0.071 -0.034 0.143
N -0.074 0.370 0.157
C -0.423 -0.864 0.258
N 0.141 -0.160 0.039
C -0.730 0.247 0.265
N -0.073 -0.528 -0.267
C 0.464 0.204 -0.017
C -0.257 0.046 0.172
C 0.185 0.178 0.164
C -0.619 -0.218 0.080
C 0.060 -0.197 -0.300
C 0.241 -0.063 -0.045
C -0.079 -0.003 0.118
C 0.157 0.270 0.216
O 0.078 0.114 0.134
N 0.373 -0.127 -0.427
N 0.235 -0.457 -0.249
C 0.059 0.470 0.249
C 0.080 0.035 -0.084
C -0.458 -0.302 0.213
F 0.042 -0.025 -0.271
F 0.356 0.367 0.061
F 0.060 -0.184 0.042
S -0.131 0.388 -0.805
C 0.116 -0.424 0.891
O -0.052 0.438 -0.163
O 0.204 -0.054 -0.328
H 0.266 -0.056 -0.054
H -0.003 -0.031 -0.006
H -0.011 0.003 0.015
H 0.011 -0.025 -0.117
H 0.007 0.070 -0.045
H -0.004 0.089 0.048
H -0.005 -0.020 0.116
H -0.013 0.154 0.178
H 0.145 -0.009 -0.141
H -0.012 -0.201 -0.030
H -0.023 0.088 0.154
H -0.064 -0.061 -0.113
H 0.060 -0.041 -0.098
H 0.009 0.035 0.067
H 0.076 0.049 0.001
H 0.065 0.041 0.011
H -0.004 0.098 0.137
H -0.127 0.022 0.014
H 0.006 0.189 0.027
H 0.180 -0.032 -0.106
H -0.161 -0.109 -0.055

DFT total energy   -2103.08209 a.u.
HOMO   -7.7519 eV
Orbital gap   8.1 eV


C9H25N3O4 | the ωB97M-V functional and the def2-TZVPD basis

Last column: Löwdin charge in e.
Positions of all 41 atoms, in Å:
O -1.4244 11.6889 -5.9490  -0.374
H -0.6244 12.2277 -6.0564  -0.033
C -3.6782 11.5061 -8.5453  0.038
C -3.8812 12.9718 -8.3027  -0.394
O -4.6499 13.6971 -8.8290  0.209
N -2.9992 13.5757 -7.2010  0.048
H -3.6562 13.8095 -6.4565  0.179
H -2.3248 12.8490 -6.8058  0.073
C -2.1255 14.6919 -7.7157  0.029
H -4.0370 11.2776 -9.5465  0.111
H -4.2750 10.9090 -7.8545  0.111
H -2.6224 11.2701 -8.4236  0.062
H -2.7240 15.4625 -8.1885  0.108
H -1.4628 14.2269 -8.4413  0.107
H -1.5698 15.0538 -6.8562  0.103
C -3.6294 10.4777 -3.8290  0.034
C -2.6684 10.8480 -2.7434  -0.394
O -2.7722 10.6234 -1.5882  0.205
N -1.4574 11.6750 -3.1896  0.055
H -0.6105 11.1181 -3.0767  0.180
H -1.5766 11.8358 -4.2281  0.081
C -1.3476 12.9267 -2.3875  0.015
H -4.5416 10.0851 -3.3953  0.110
H -3.1559 9.7513 -4.4905  0.099
H -3.8385 11.3883 -4.3959  0.086
H -0.5258 13.5172 -2.7826  0.104
H -1.1736 12.6548 -1.3505  0.110
H -2.2694 13.5009 -2.4355  0.111
C 2.0000 11.3695 -6.7447  0.030
C 1.5491 10.0033 -7.1612  -0.382
O 2.2153 9.0396 -7.3054  0.209
N 0.0728 9.9027 -7.5687  0.063
H -0.5047 10.4687 -6.8902  0.087
H -0.0814 10.2941 -8.4968  0.174
C -0.4431 8.4808 -7.5719  0.027
H 1.7570 11.5574 -5.6971  0.097
H 1.5743 12.1495 -7.3759  0.096
H 3.0842 11.3964 -6.8299  0.112
H -1.4870 8.5121 -7.2702  0.097
H 0.0938 7.8966 -6.8322  0.105
H -0.3136 8.0795 -8.5693  0.111

Force components x, y, z for each atom (eV/Å):
O 0.450 0.342 -0.332
H -0.086 -0.010 0.216
C 0.076 0.327 -0.220
C -0.417 -0.123 -0.129
O 0.256 -0.001 0.120
N 0.372 -0.650 -0.478
H 0.193 0.604 0.009
H -0.461 -0.377 0.342
C -0.509 -0.324 0.356
H 0.091 0.028 -0.033
H 0.082 0.106 0.210
H -0.068 -0.206 0.009
H -0.033 0.050 0.085
H 0.088 0.155 -0.033
H 0.083 0.261 -0.154
C 0.457 0.442 -0.009
C -0.464 -0.351 0.758
O 0.237 0.063 -0.154
N -0.722 -0.039 -0.408
H -0.043 -0.088 0.127
H 0.441 -0.019 -0.246
C 0.169 0.137 0.202
H 0.040 -0.092 0.089
H -0.082 0.023 -0.096
H -0.085 -0.161 -0.167
H 0.037 -0.004 0.078
H 0.080 0.020 -0.020
H -0.074 -0.129 -0.181
C 0.137 -0.135 0.066
C 0.597 0.065 -0.891
O -0.320 0.103 0.326
N -0.380 -0.647 0.843
H -0.206 0.340 -0.031
H 0.273 0.203 -0.007
C -0.060 0.318 0.130
H -0.157 -0.005 -0.037
H -0.104 -0.005 0.035
H -0.008 -0.020 -0.030
H -0.072 0.031 -0.276
H 0.216 0.012 -0.147
H -0.021 -0.245 0.076

DFT total energy   -822.55187 a.u.
HOMO   -17.1801 eV
Total charge   +2
ΔE to the lowest compared entry with this formula, charge and spin   0.0 kcal per mole
Orbital gap   11.1 eV


Number 1: maximum force 0.064 Eh/bohr. Number 2: maximum force 0.076 Eh/bohr. Number 3: maximum force 0.019 Eh/bohr. Number 4: maximum force 0.022 Eh/bohr.